1.
This record from the Open Molecules 2025 dataset describes C31H34N3O3PdSSb2 as an isolated structure. The level of theory is ωB97M-V with the def2-TZVPD basis set.

Values from the calculation:
- HOMO energy: -15.07 eV
- ΔE to the lowest compared entry with this formula, charge and spin: 0.0 kcal per mole
- DFT total energy: -70675.9644 eV
- Total charge: +3
- LUMO energy: -10.72 eV
- Multiplicity: 1
- Frontier orbital gap: 4.3497 eV

Each line ends with the Löwdin charge.
Geometry (Å):
Pd -0.043 0.571 -0.620  0.759
N 3.833 2.215 -1.263  0.155
C 4.915 1.288 -1.288  -0.223
C 6.205 1.761 -1.429  0.006
C 7.265 0.863 -1.445  -0.033
C 7.028 -0.494 -1.310  -0.037
C 5.729 -0.964 -1.164  -0.076
C 4.671 -0.071 -1.159  -0.441
S 3.032 -0.738 -1.025  1.034
N 2.090 0.682 -0.940  -0.355
C 2.553 1.887 -1.058  -0.344
C 1.539 2.981 -0.974  -0.165
C 1.868 4.324 -0.974  0.040
C 0.866 5.287 -0.960  0.024
C -0.454 4.876 -0.955  0.010
C -0.719 3.520 -0.925  -0.094
N 0.240 2.587 -0.925  -0.034
H 4.068 3.175 -1.448  0.142
H 6.389 2.824 -1.531  0.128
H 8.276 1.228 -1.562  0.126
H 7.854 -1.191 -1.321  0.126
H 5.543 -2.027 -1.065  0.119
H 2.899 4.648 -0.981  0.130
H 1.120 6.338 -0.965  0.142
H -1.272 5.583 -0.968  0.137
H -1.739 3.165 -0.921  0.091
C -3.642 0.409 -2.437  -0.196
Sb -2.583 0.216 -0.625  1.545
C -3.057 -1.672 0.180  -0.182
C -3.340 1.694 0.772  -0.268
C -3.707 1.004 2.048  -0.311
C -4.970 0.443 2.197  -0.044
C -5.316 -0.242 3.354  -0.030
C -4.389 -0.374 4.378  -0.027
C -3.130 0.201 4.250  -0.025
C -2.775 0.896 3.099  -0.287
C -1.428 1.572 3.057  -0.259
Sb 0.066 0.520 1.954  1.556
C 0.073 -1.429 2.742  -0.206
C 1.942 1.361 2.432  -0.228
H -4.636 0.033 -2.187  0.044
H -3.179 -0.211 -3.199  0.031
H -3.705 1.446 -2.757  0.034
H -4.049 -1.616 0.624  0.035
H -2.337 -1.972 0.937  0.018
H -3.047 -2.391 -0.637  0.046
H -4.177 2.192 0.280  0.090
H -2.550 2.424 0.926  0.025
H -5.705 0.558 1.407  0.130
H -6.309 -0.658 3.457  0.126
H -4.649 -0.898 5.287  0.125
H -2.433 0.132 5.077  0.126
H -0.999 1.602 4.062  0.087
H -1.475 2.602 2.703  0.078
H 0.411 -1.311 3.773  0.049
H 0.765 -2.057 2.187  0.025
H -0.928 -1.851 2.732  0.024
H 2.040 1.300 3.517  0.043
H 1.989 2.402 2.120  0.026
H 2.734 0.783 1.959  0.024
O -1.370 -3.034 -3.829  0.106
C -0.815 -3.842 -2.916  -0.233
C -0.711 -5.219 -3.120  0.019
C -0.140 -6.023 -2.159  -0.013
C 0.350 -5.488 -0.962  -0.044
C 0.262 -4.138 -0.752  -0.005
C -0.323 -3.287 -1.712  -0.083
C -0.387 -1.874 -1.447  -0.559
O -0.995 -1.017 -2.163  -0.131
O 0.195 -1.388 -0.377  -0.277
H -1.609 -3.538 -4.618  0.138
H -1.083 -5.651 -4.042  0.134
H -0.071 -7.088 -2.338  0.130
H 0.793 -6.136 -0.220  0.120
H 0.644 -3.703 0.162  0.111

***

2.
This record from the Open Molecules 2025 dataset describes a 2-piece molecular cluster, C16H14Cl2N4O2 overall. The level of theory is ωB97M-V with the def2-TZVPD basis set.

Values from the calculation:
- HOMO energy: -8.18 eV
- ΔE to the lowest compared entry with this formula, charge and spin: 1.8 kcal per mole
- DFT total energy: -51915.7087 eV
- Total charge: 0
- LUMO energy: -3.24 eV
- Multiplicity: 1
- Frontier orbital gap: 4.9444 eV

Each line ends with the Löwdin charge.
Geometry (Å):
N 3.243 2.944 0.226  0.252
C 2.098 2.764 0.394  -0.107
C 0.724 2.589 0.656  -0.060
C 0.308 2.405 1.950  -0.065
C 1.251 2.428 3.020  -0.132
N 2.022 2.484 3.901  0.221
C -1.119 2.339 2.315  -0.343
O -1.460 2.245 3.494  0.125
C -2.082 2.442 1.185  -0.596
Cl -3.733 2.331 1.592  0.779
C -1.670 2.712 -0.092  -0.587
Cl -2.785 2.980 -1.356  0.778
C -0.222 2.826 -0.451  -0.331
O 0.186 3.097 -1.579  0.133
C 4.301 1.276 -2.131  -0.079
C 5.037 0.254 -1.287  -0.597
C 6.201 -0.320 -2.063  -0.041
C 5.529 0.847 0.018  -0.040
N 4.082 -0.821 -1.006  -0.068
C 2.774 -0.754 -1.258  -0.044
N 2.303 -2.008 -1.079  -0.174
C 0.957 -2.442 -1.387  -0.060
C 3.323 -2.835 -0.570  -0.057
C 4.439 -2.072 -0.514  -0.063
H 3.410 1.654 -1.625  0.026
H 4.967 2.125 -2.316  0.092
H 4.016 0.841 -3.097  0.089
H 6.733 -1.086 -1.497  0.074
H 5.853 -0.729 -3.018  0.095
H 6.894 0.494 -2.281  0.090
H 6.026 0.088 0.632  0.084
H 6.258 1.629 -0.221  0.091
H 4.718 1.322 0.578  0.046
H 0.454 -1.636 -1.936  0.081
H 0.980 -3.345 -2.014  0.087
H 0.398 -2.677 -0.471  0.083
H 3.173 -3.864 -0.301  0.107
H 5.441 -2.339 -0.231  0.110

***

3.
This record from the Open Molecules 2025 dataset describes C20H31O2Pd as an isolated structure. The level of theory is ωB97M-V with the def2-TZVPD basis set.

Values from the calculation:
- HOMO energy (spin up / spin down): -1.91 / -2.69 eV
- <S²>: 2.02
- ΔE to the lowest compared entry with this formula, charge and spin: 17.9 kcal per mole
- DFT total energy: -28811.2600 eV
- Total charge: -1
- LUMO energy (spin up / spin down): 2.73 / 2.73 eV
- Multiplicity: 3
- Frontier orbital gap (spin up / spin down): 4.6466 / 5.4246 eV

Each line ends with the Löwdin charge.
Geometry (Å):
O -0.313 -0.109 -2.321  -0.149
C -0.778 1.100 -3.125  -0.094
C -0.099 0.534 -4.381  -0.069
H -0.420 2.083 -2.759  0.095
H -1.888 1.074 -3.147  0.121
C -0.026 -0.798 -3.566  -0.580
H 0.921 0.956 -4.501  0.118
H -0.664 0.519 -5.319  0.106
C 1.308 -1.482 -3.619  -0.021
H 2.081 -0.823 -3.230  0.075
H 1.525 -1.726 -4.661  0.090
H 1.266 -2.414 -3.054  0.088
C -1.171 -1.752 -3.827  -0.026
H -2.119 -1.205 -3.839  0.084
H -1.200 -2.519 -3.049  0.091
H -1.034 -2.242 -4.786  0.079
Pd -0.455 -0.439 1.928  0.730
C -2.268 -0.831 4.010  -0.209
C -1.954 0.546 3.937  -0.174
C -2.218 0.995 2.593  -0.231
H -1.682 1.190 4.779  0.091
C -2.696 -0.140 1.829  -0.232
C -2.701 -1.267 2.721  -0.198
H -3.084 -2.250 2.475  0.081
H -2.264 -1.439 4.919  0.085
H -2.212 2.025 2.235  0.083
H -3.101 -0.111 0.821  0.072
C 0.372 -1.928 3.769  -0.195
C -0.207 -2.749 2.759  -0.205
C 0.471 -2.488 1.527  -0.212
H -0.987 -3.498 2.907  0.087
C 1.530 -1.559 1.804  -0.224
C 1.445 -1.189 3.193  -0.208
H 2.131 -0.502 3.688  0.087
H 0.106 -1.896 4.824  0.085
H 0.255 -2.959 0.573  0.076
H 2.286 -1.290 1.069  0.073
O 2.358 1.523 -1.892  -0.172
C 1.905 0.701 -0.767  -0.182
C 0.573 1.259 -0.293  -0.222
H 2.671 0.755 0.044  0.119
H 1.845 -0.339 -1.112  0.097
C 0.695 2.757 -0.556  -0.155
H 0.361 0.980 0.736  0.001
H -0.262 0.875 -0.852  0.069
C 1.827 2.853 -1.639  -0.193
H 1.053 3.254 0.362  0.098
H -0.294 3.184 -0.853  0.108
H 2.660 3.435 -1.201  0.106
H 1.504 3.320 -2.584  0.101
C 0.609 1.293 2.783  -0.205
H 0.712 1.252 3.876  -0.012
H 1.597 1.305 2.292  -0.011
H 0.031 2.179 2.477  -0.022

***

4.
This record from the Open Molecules 2025 dataset describes the molecule C17H19N3O3S2. The level of theory is ωB97M-V with the def2-TZVPD basis set.

Values from the calculation:
- HOMO energy: -8.28 eV
- Structure (SMILES): CCOc1ccc2nc(S[C@H](CC)C(=O)Nc3cc(C)on3)sc2c1
- ΔE to the lowest compared entry with this formula, charge and spin: 61.5 kcal per mole
- DFT total energy: -50220.2679 eV
- Total charge: 0
- LUMO energy: 0.38 eV
- Multiplicity: 1
- Frontier orbital gap: 8.6612 eV

Each line ends with the Löwdin charge.
Geometry (Å):
C -3.959 -3.793 3.096  -0.064
C -3.643 -2.919 1.893  -0.262
O -2.242 -2.953 1.698  -0.049
C -1.692 -2.269 0.665  -0.263
C -0.309 -2.384 0.545  -0.006
C 0.324 -1.709 -0.478  -0.451
C -0.403 -0.915 -1.397  -0.326
C -1.782 -0.813 -1.265  -0.003
C -2.416 -1.482 -0.242  -0.017
H -3.486 -1.391 -0.148  0.103
H -2.334 -0.203 -1.962  0.124
N 0.364 -0.270 -2.316  0.064
C 1.607 -0.514 -2.162  -0.912
S 2.837 0.272 -3.128  0.959
C 3.525 1.422 -1.840  -0.478
C 4.743 0.823 -1.152  -0.279
C 5.477 1.868 -0.319  -0.091
H 6.352 1.423 0.146  0.074
H 4.827 2.249 0.464  0.072
H 5.801 2.700 -0.942  0.075
H 4.417 0.006 -0.506  0.090
H 5.411 0.416 -1.914  0.105
C 2.389 1.714 -0.870  -0.525
O 2.399 1.341 0.279  0.076
N 1.350 2.395 -1.436  0.150
C 0.083 2.460 -0.893  -0.314
N -0.900 2.989 -1.581  0.110
O -2.018 2.862 -0.826  -0.004
C -1.714 2.249 0.330  -0.320
C -0.380 1.969 0.356  0.052
H 0.195 1.489 1.117  0.111
C -2.801 2.000 1.307  0.000
H -3.724 1.768 0.780  0.087
H -2.971 2.886 1.917  0.088
H -2.527 1.174 1.957  0.083
H 1.392 2.654 -2.413  0.150
H 3.793 2.317 -2.406  0.115
S 2.016 -1.637 -0.849  1.071
H 0.235 -2.989 1.251  0.122
H -3.974 -1.887 2.076  0.122
H -4.158 -3.302 1.001  0.126
H -5.029 -3.791 3.283  0.076
H -3.442 -3.416 3.974  0.078
H -3.630 -4.811 2.912  0.078